Entry 1:
Entry from the Open Molecules 2025 dataset: a molecular structure, C34H30Cl5N4O2PRu (ωB97M-V/def2-TZVPD).

Each line ends with the Löwdin charge.
Atoms and positions in Å:
C (-0.268, -1.384, -2.652)  -0.30
Cl (0.506, 3.670, -0.057)  0.71
H (2.613, -0.095, -4.524)  0.11
C (-1.102, 0.575, 2.993)  -0.29
C (1.248, 3.709, -3.746)  -0.08
C (-2.381, -0.502, 5.758)  -0.16
N (-2.944, -1.264, 4.654)  0.08
C (-2.709, 0.062, -0.276)  -0.13
C (2.429, 3.094, -3.344)  -0.06
N (-5.203, -0.866, 5.020)  0.21
C (-3.881, -1.478, -1.721)  -0.04
C (0.011, 1.731, -3.154)  -0.10
H (0.694, -2.513, -4.194)  0.11
H (1.269, 4.724, -4.123)  0.11
H (0.221, 2.005, 2.355)  0.08
H (-0.929, 1.194, -3.121)  0.10
H (-1.336, 2.459, 2.151)  0.09
C (4.072, -3.257, -2.843)  -0.06
C (4.415, 1.821, 1.122)  -0.70
C (0.049, 3.022, -3.670)  -0.08
C (3.098, 3.818, 0.783)  -0.71
H (-2.762, 0.762, 0.551)  0.07
C (-1.414, -2.933, -4.098)  -0.06
H (-2.923, 0.443, 5.878)  0.13
H (-0.863, 3.488, -4.020)  0.11
C (-1.487, -1.106, -1.985)  -0.22
C (1.195, 1.105, -2.749)  -0.39
H (-0.987, 1.784, 4.767)  0.12
C (2.405, 1.799, -2.858)  -0.13
H (2.701, -2.842, -1.240)  0.10
H (-3.511, -3.177, -3.798)  0.12
C (2.057, 2.999, 0.383)  -0.71
Cl (3.532, -0.666, 0.584)  0.73
H (-0.452, 0.107, 6.422)  0.12
C (3.028, -0.973, -4.047)  -0.09
P (1.181, -0.553, -1.947)  1.12
C (-0.592, 0.824, 4.421)  -0.13
H (-4.826, -0.356, -0.180)  0.10
H (-5.039, -0.574, 5.967)  0.12
C (-0.896, -0.236, 5.487)  -0.16
C (-4.194, -1.340, 4.273)  -0.44
H (3.372, 3.621, -3.420)  0.11
H (-5.389, -2.068, 2.764)  0.12
H (-6.155, -0.996, 4.731)  0.12
H (-0.411, -1.180, 5.228)  0.12
H (4.478, -4.142, -2.371)  0.11
H (-2.250, -1.570, 3.918)  0.10
C (-1.511, -0.190, -0.908)  -0.21
C (-0.529, -0.746, 2.384)  -0.60
H (-3.674, -2.179, 2.502)  0.12
H (-2.191, 0.510, 2.984)  0.13
C (4.020, -1.706, -4.679)  -0.06
C (4.293, 3.211, 1.167)  -0.70
H (5.322, -3.406, -4.579)  0.11
N (-4.454, -1.879, 3.072)  0.21
C (-3.897, -0.579, -0.691)  -0.10
H (-2.476, -1.066, 6.690)  0.13
C (-0.233, -2.292, -3.683)  -0.05
C (3.081, -2.530, -2.206)  -0.12
H (-4.791, -1.982, -2.024)  0.11
N (-0.704, 1.669, 2.100)  0.01
C (2.557, -1.386, -2.805)  -0.37
H (0.495, 0.929, 4.357)  0.13
C (3.347, 1.041, 0.674)  -0.70
H (3.328, 1.316, -2.558)  0.11
Ru (0.127, 0.869, -0.077)  1.06
Cl (2.929, 5.528, 0.788)  0.70
C (4.545, -2.842, -4.079)  -0.06
O (0.439, -0.616, 1.603)  -0.09
C (2.141, 1.620, 0.299)  -0.32
O (-1.045, -1.830, 2.734)  0.01
H (4.382, -1.385, -5.647)  0.11
H (-1.373, -3.635, -4.921)  0.11
Cl (5.606, 4.175, 1.700)  0.71
C (-2.605, -2.679, -3.475)  -0.01
C (-2.675, -1.764, -2.400)  -0.16
Cl (5.882, 1.076, 1.609)  0.70

As for the HOMO energy (alpha / beta): -10.18 / -10.15 eV. Its net charge is +1. The spin multiplicity is 2. The orbital gap (alpha / beta) is 6.8 / 6.8 eV. As for the expectation value of S²: 0.84. Its LUMO energy (alpha / beta) is -3.4 / -3.3 eV. Its energy above the lowest of the compared OMol25 structures with the same formula, charge and spin is 3.435 eV. Its max |F| is 0.0684 Eh/bohr.

Entry 2:
Entry from the Open Molecules 2025 dataset: 2 unconnected molecules or ions with the total composition C7H7BrO3 (ωB97M-V/def2-TZVPD).

Each line ends with the Löwdin charge.
Atoms and positions in Å:
C (-0.114, 1.858, -0.663)  -0.34
H (-0.711, -2.974, 1.761)  0.15
H (-1.086, 3.550, 0.685)  0.13
C (-0.152, -2.823, 0.731)  -0.03
Br (3.106, -0.422, -0.454)  0.10
O (-1.380, 1.624, -1.009)  0.02
H (-0.817, -2.779, -0.085)  0.07
C (0.087, -0.716, -0.023)  -0.56
C (0.495, 0.715, 0.200)  -0.11
H (0.605, 2.165, -1.413)  0.15
C (0.433, 2.620, 1.801)  0.10
H (0.377, 3.867, -0.028)  0.08
H (0.514, -3.567, 0.542)  0.07
O (0.475, -1.587, 0.873)  -0.05
C (-0.116, 3.081, 0.420)  -0.10
C (0.725, 1.414, 1.371)  0.10
O (-0.712, -1.005, -0.893)  0.08
H (-1.466, 0.632, -1.220)  0.13

As for the HOMO energy (alpha / beta): -10.01 / -9.04 eV. Its net charge is 0. The spin multiplicity is 1. The orbital gap (alpha / beta) is 7.7 / 6.1 eV. Its LUMO energy (alpha / beta) is -2.4 / -3.0 eV. Its energy above the lowest of the compared OMol25 structures with the same formula, charge and spin is 7.472 eV. Its max |F| is 0.0901 Eh/bohr.

Entry 3:
Entry from the Open Molecules 2025 dataset: 4 unconnected molecules or ions with the total composition H8O4 (ωB97M-V/def2-TZVPD).

Each line ends with the Löwdin charge.
Atoms and positions in Å:
O (0.635, -6.599, -3.302)  -0.10
H (0.495, 0.355, -2.799)  -0.03
H (1.410, -7.166, -3.064)  0.06
H (1.801, 0.809, -2.542)  0.02
H (0.985, 2.627, 0.181)  0.02
H (-2.184, 3.529, 6.074)  0.02
O (-2.684, 2.776, 5.843)  0.01
O (0.417, 3.312, 0.544)  -0.06
O (0.960, 0.750, -2.155)  0.03
H (0.670, -5.890, -3.972)  0.04
H (-0.324, 3.159, -0.058)  0.03
H (-2.179, 2.339, 5.250)  -0.03

As for the HOMO energy: -11.38 eV. Its net charge is 0. The spin multiplicity is 1. The orbital gap is 12.0 eV. Its LUMO energy is 0.6 eV. Its SMILES is O.O.O.O. Its energy above the lowest of the compared OMol25 structures with the same formula, charge and spin is 1.796 eV. Its max |F| is 0.1018 Eh/bohr.

Entry 4:
Entry from the Open Molecules 2025 dataset: a single C4H10N4 molecule (ωB97M-V/def2-TZVPD).

Each line ends with the Löwdin charge.
Atoms and positions in Å:
C (0.408, 0.865, 1.828)  -0.12
N (-0.083, -2.283, -0.055)  0.03
H (1.843, -2.836, -1.711)  0.08
N (-1.291, 1.811, -0.865)  0.05
H (-0.974, -1.680, 0.356)  0.13
H (-1.624, 0.988, 1.508)  0.14
N (1.712, -1.768, -1.779)  0.09
H (1.273, 0.169, 1.657)  0.07
C (-0.618, 0.658, -0.491)  -0.45
C (0.699, -1.570, -1.090)  -0.53
H (0.246, 0.369, -2.405)  0.14
H (0.720, 2.057, 1.985)  0.11
C (0.102, -0.172, -1.326)  -0.03
H (-0.107, 0.810, 2.876)  0.08
H (-0.784, 2.517, -0.396)  0.05
H (-1.035, 2.321, -1.833)  0.15
N (-0.810, 0.568, 0.943)  -0.11
H (0.325, -2.825, 0.794)  0.11

As for the HOMO energy: -8.38 eV. Its net charge is 0. The spin multiplicity is 1. The orbital gap is 9.1 eV. Its LUMO energy is 0.7 eV. Its SMILES is [H]/N=C(N)/C=C(/N)NC. Its energy above the lowest of the compared OMol25 structures with the same formula, charge and spin is 4.083 eV. Its max |F| is 0.1194 Eh/bohr.

Entry 5:
Entry from the Open Molecules 2025 dataset: a molecular structure, C10H7Co2O7 (ωB97M-V/def2-TZVPD).

Each line ends with the Löwdin charge.
Atoms and positions in Å:
O (2.723, -0.965, 2.410)  -0.21
O (-2.625, 1.213, 2.644)  0.09
O (0.757, -2.364, -3.656)  0.07
O (-3.142, -0.239, -4.521)  0.06
C (0.083, 1.189, -2.906)  -0.19
H (1.184, 0.140, 1.538)  0.04
C (0.929, -0.701, 0.902)  -0.04
Co (-1.482, 0.724, -0.045)  0.03
C (-1.132, -0.920, -0.759)  -0.25
C (-2.276, -0.213, -3.750)  -0.21
C (-0.378, 2.122, -0.184)  -0.14
O (-3.637, 1.881, -1.652)  0.09
C (-2.763, 1.399, -1.074)  -0.18
C (-0.212, -0.527, 0.191)  -0.38
H (1.475, -1.641, 0.866)  0.05
C (-2.152, 0.995, 1.615)  -0.11
O (0.243, 3.092, -0.294)  0.11
H (3.306, -0.284, 2.052)  0.09
Co (-0.927, -0.230, -2.636)  0.04
H (-1.712, -1.855, -0.694)  0.07
O (0.775, 2.090, -3.140)  0.07
H (1.795, -1.313, 4.163)  0.08
H (2.791, 0.180, 4.150)  0.08
C (0.079, -1.501, -3.276)  -0.19
H (3.573, -1.411, 4.236)  0.07
C (2.725, -0.862, 3.820)  -0.15

As for the HOMO energy: -4.22 eV. Its net charge is -1. The spin multiplicity is 1. The orbital gap is 7.1 eV. Its LUMO energy is 2.9 eV. Its energy above the lowest of the compared OMol25 structures with the same formula, charge and spin is 0.000 eV. Its max |F| is 0.0869 Eh/bohr.

Entry 6:
Entry from the Open Molecules 2025 dataset: a single C10H16O molecule (ωB97M-V/def2-TZVPD).

Each line ends with the Löwdin charge.
Atoms and positions in Å:
C (-1.411, -1.229, 0.767)  -0.32
H (-0.117, 0.643, -2.112)  0.12
H (-2.866, -1.755, -0.724)  0.04
H (-1.857, -3.063, -0.287)  0.08
C (0.426, 0.329, -0.057)  -0.30
H (2.212, -0.506, -0.892)  0.10
C (-1.123, -1.557, 2.257)  -0.07
C (-0.296, 1.106, -1.185)  -0.10
C (1.641, 2.642, -0.966)  -0.11
H (-3.377, -2.469, 0.704)  0.08
H (2.152, 3.485, -1.037)  0.06
H (-1.828, -0.211, 0.788)  0.11
H (-0.714, -2.563, 2.324)  0.08
H (3.087, 1.318, -1.640)  0.13
H (0.168, 0.834, 0.817)  0.13
C (-2.470, -2.232, 0.123)  -0.05
H (-2.017, -1.471, 2.890)  0.08
C (2.585, 1.541, -0.678)  -0.15
H (-0.449, 3.144, -1.367)  0.09
C (0.367, 2.484, -1.196)  -0.08
H (-1.326, 1.223, -0.746)  0.13
C (-0.147, -1.075, -0.168)  -0.29
C (1.867, 0.238, -0.224)  -0.15
H (3.344, 2.007, -0.086)  0.10
O (0.292, -2.053, -0.798)  0.08
H (2.321, -0.018, 0.753)  0.13
H (-0.467, -0.792, 2.740)  0.08

As for the HOMO energy: -9.22 eV. Its net charge is 0. The spin multiplicity is 1. The orbital gap is 10.1 eV. Its LUMO energy is 0.9 eV. Its SMILES is CC(C)C(=O)[C@@H]1CC=CCC1. Its energy above the lowest of the compared OMol25 structures with the same formula, charge and spin is 2.719 eV. Its max |F| is 0.0894 Eh/bohr.

Entry 7:
Entry from the Open Molecules 2025 dataset: a single C20H29N7O3 molecule (ωB97M-V/def2-TZVPD).

Each line ends with the Löwdin charge.
Atoms and positions in Å:
H (-0.407, -2.362, 0.353)  0.13
C (2.017, 0.451, 1.251)  -0.05
C (-2.410, 0.234, 2.253)  -0.09
H (1.093, 0.018, 0.871)  0.10
H (-3.787, -1.699, -1.516)  0.13
N (-4.012, 2.389, -0.096)  0.07
C (-3.175, -0.824, 1.471)  -0.46
H (0.233, -1.705, -1.173)  0.12
H (-0.248, -4.655, -0.819)  0.09
N (-2.788, -1.107, 0.204)  -0.04
H (0.863, 3.571, -2.256)  0.10
H (2.792, 2.372, 1.839)  0.13
H (5.835, -0.555, -0.255)  0.13
H (5.916, -0.713, 1.527)  0.13
H (-2.477, -0.053, 3.304)  0.12
N (-3.554, 2.876, -1.243)  0.06
H (-2.416, -3.807, 0.237)  0.13
H (4.634, -2.656, -0.062)  0.13
N (-1.847, 2.459, 0.085)  0.01
O (-4.147, -1.361, 1.971)  0.05
H (-1.832, -0.346, -1.463)  0.14
H (-4.157, 1.504, 2.342)  0.13
H (2.036, 0.520, -1.551)  0.13
N (-0.590, 2.314, 0.506)  0.16
C (1.869, 1.964, 1.419)  -0.13
H (3.787, 0.747, -1.708)  0.13
C (-3.100, 1.599, 2.091)  -0.09
H (3.664, 2.754, -0.232)  0.13
H (2.254, -0.010, 2.210)  0.13
O (3.150, -1.261, -0.056)  -0.05
C (3.136, 0.124, 0.249)  -0.51
C (-2.625, -3.347, -0.746)  -0.18
C (2.767, 2.400, -0.748)  -0.13
H (-4.406, -2.377, 0.017)  0.12
H (-1.026, 0.029, 0.074)  0.07
H (-1.491, 3.746, -3.001)  0.12
C (0.362, 2.691, -0.321)  -0.27
H (0.317, -3.784, -2.262)  0.08
H (-1.359, 0.309, 1.981)  0.08
N (1.644, 2.607, 0.140)  -0.07
C (5.248, -0.663, 0.667)  -0.14
H (-1.129, -4.802, -2.357)  0.08
C (-1.570, -0.737, -0.472)  -0.14
H (4.012, -2.221, 1.560)  0.13
C (-0.569, -4.116, -1.723)  -0.10
H (2.653, 2.967, -1.669)  0.11
C (-0.686, -1.975, -0.646)  -0.18
O (4.388, 0.441, 0.835)  -0.05
C (-3.509, -2.118, -0.545)  -0.12
C (4.277, -1.840, 0.565)  -0.15
C (-3.009, 2.131, 0.712)  -0.30
H (-3.152, -4.077, -1.364)  0.12
C (2.928, 0.909, -1.057)  -0.04
H (1.031, 2.194, 2.076)  0.12
H (-2.632, 2.311, 2.776)  0.12
C (-2.241, 2.927, -1.159)  -0.30
N (-1.397, -2.968, -1.426)  -0.23
C (0.063, 3.236, -1.619)  0.02
C (-1.223, 3.348, -2.037)  0.03

As for the HOMO energy: -8.61 eV. Its net charge is 0. The spin multiplicity is 1. The orbital gap is 8.7 eV. Its LUMO energy is 0.1 eV. Its SMILES is CN1CCN(C(=O)CCc2nnc3ccc(N4CCC5(CC4)OCCO5)nn23)CC1. Its energy above the lowest of the compared OMol25 structures with the same formula, charge and spin is 1.507 eV. Its max |F| is 0.0265 Eh/bohr.

Entry 8:
Entry from the Open Molecules 2025 dataset: a molecular structure, C23H21FeN2O4 (ωB97M-V/def2-TZVPD).

Each line ends with the Löwdin charge.
Atoms and positions in Å:
O (-6.046, -2.106, 3.920)  0.16
C (1.855, 0.553, -5.490)  -0.06
H (0.800, 3.628, -1.645)  0.15
C (-3.855, -3.992, 1.937)  -0.16
C (-3.501, -2.791, 1.261)  -0.16
H (4.626, 1.701, -3.847)  0.12
C (0.958, 1.566, -5.133)  -0.05
H (-1.354, -4.745, 4.053)  0.14
O (-2.545, -2.489, 6.224)  0.15
C (1.092, 2.357, 0.111)  -0.05
C (3.069, 3.625, -2.766)  -0.06
C (3.181, 0.607, -5.045)  -0.06
H (2.482, 4.543, -2.873)  0.14
N (-0.698, 1.644, 1.589)  0.20
C (-0.350, 2.348, 0.465)  -0.46
C (1.469, 3.056, -0.990)  0.06
C (-1.100, -2.597, 1.443)  -0.08
H (-0.071, 1.544, -5.494)  0.12
H (4.749, 2.519, -1.172)  0.15
Fe (-3.197, -2.665, 3.355)  0.05
H (4.141, 3.831, -2.800)  0.13
H (4.271, 1.155, 0.859)  0.13
C (-2.818, -2.636, 5.107)  -0.12
C (1.373, 2.606, -4.300)  -0.04
C (-2.900, -0.939, 3.184)  -0.12
C (3.748, 2.427, -0.731)  -0.02
O (-2.660, 0.184, 2.995)  0.11
C (-2.897, -4.809, 2.564)  -0.10
H (-4.328, -2.176, 0.876)  0.13
H (-1.660, 1.580, 1.889)  0.09
C (-1.818, -4.218, 3.214)  -0.14
C (3.598, 1.649, -4.216)  -0.04
H (-2.138, -2.404, -0.423)  0.12
H (-4.892, -4.341, 1.874)  0.14
N (2.768, 3.076, -1.417)  -0.01
C (2.682, 2.627, -3.814)  -0.23
C (-1.271, -2.943, 2.843)  -0.23
H (-0.022, 1.293, 2.251)  0.10
H (2.042, 1.839, 1.942)  0.15
O (-1.170, 2.923, -0.251)  0.08
H (-0.106, -2.320, 1.076)  0.11
C (-4.939, -2.378, 3.716)  -0.11
C (2.068, 1.521, 0.882)  -0.10
H (-0.579, -2.476, 3.558)  0.12
H (1.523, -0.272, -6.121)  0.11
H (1.757, 0.438, 0.863)  0.16
H (0.682, 3.397, -3.996)  0.12
H (-3.167, -5.844, 2.789)  0.12
C (-2.201, -2.612, 0.651)  -0.08
H (3.889, -0.168, -5.337)  0.11
C (3.460, 1.686, 0.369)  0.03

As for the HOMO energy (alpha / beta): -8.08 / -10.39 eV. Its net charge is +1. The spin multiplicity is 5. The orbital gap (alpha / beta) is 4.5 / 4.0 eV. As for the expectation value of S²: 6.17. Its LUMO energy (alpha / beta) is -3.6 / -6.3 eV. Its max |F| is 0.1022 Eh/bohr.

Look up the net charge of the third one.
0

Copy entry 3 word for word.
Entry from the Open Molecules 2025 dataset: 4 unconnected molecules or ions with the total composition H8O4 (ωB97M-V/def2-TZVPD).

Each line ends with the Löwdin charge.
Atoms and positions in Å:
O (0.635, -6.599, -3.302)  -0.10
H (0.495, 0.355, -2.799)  -0.03
H (1.410, -7.166, -3.064)  0.06
H (1.801, 0.809, -2.542)  0.02
H (0.985, 2.627, 0.181)  0.02
H (-2.184, 3.529, 6.074)  0.02
O (-2.684, 2.776, 5.843)  0.01
O (0.417, 3.312, 0.544)  -0.06
O (0.960, 0.750, -2.155)  0.03
H (0.670, -5.890, -3.972)  0.04
H (-0.324, 3.159, -0.058)  0.03
H (-2.179, 2.339, 5.250)  -0.03

As for the HOMO energy: -11.38 eV. Its net charge is 0. The spin multiplicity is 1. The orbital gap is 12.0 eV. Its LUMO energy is 0.6 eV. Its SMILES is O.O.O.O. Its energy above the lowest of the compared OMol25 structures with the same formula, charge and spin is 1.796 eV. Its max |F| is 0.1018 Eh/bohr.

net charge of number 1 (C34H30Cl5N4O2PRu)?
+1